Record 1
The following is a DFT calculation (ωB97M-V/def2-TZVPD) of a structure of composition C13H10Cl2FeNO3.

CARTESIAN COORDINATES (ANGSTROEM)
1 Fe 0.651 -0.795 -1.759
2 Cl 4.102 1.636 0.359
3 Cl 3.319 -0.858 5.066
4 O -1.009 -1.440 -3.033
5 O 0.136 -2.065 -0.227
6 O 1.961 -0.087 -0.578
7 N -0.959 0.575 -1.381
8 C -0.786 1.616 -0.553
9 C 2.233 -0.281 0.679
10 C 3.580 0.279 2.624
11 C -3.228 1.202 -1.687
12 C 1.856 -1.363 2.860
13 C -2.295 -0.833 -2.823
14 C 2.877 -0.646 3.409
15 C -2.150 0.369 -1.932
16 C 3.257 0.468 1.305
17 C 0.489 -2.011 0.961
18 C -1.815 2.478 -0.239
19 C 1.532 -1.202 1.495
20 C -3.059 2.267 -0.821
21 H -1.131 -2.353 -3.316
22 H -2.972 -1.549 -2.355
23 H 1.292 -2.063 3.464
24 H -3.887 2.927 -0.602
25 H 0.208 1.741 -0.143
26 H -2.717 -0.532 -3.783
27 H 4.380 0.857 3.066
28 H -0.040 -2.654 1.675
29 H -1.644 3.299 0.442
30 H -4.179 1.018 -2.170

Properties
- Relative energy (zero: lowest compared OMol25 entry of this formula, charge and spin): 0.120 eV
- Total charge: +1
- 2S+1: 5
- Expectation value of S²: 6.010
- HOMO energy (alpha / beta): -11.24 / -11.30 eV

=====

Record 2
The following is a DFT calculation (ωB97M-V/def2-TZVPD) of a structure of composition C13H10F5NReS.

CARTESIAN COORDINATES (ANGSTROEM)
1 Re 0.081 -1.411 0.058
2 S -1.584 0.239 0.638
3 F -1.431 2.318 2.728
4 F -0.634 4.907 2.447
5 F 0.173 4.154 -2.179
6 F -0.662 1.549 -1.921
7 F 0.168 5.824 -0.007
8 N 1.216 -0.489 1.043
9 C -1.050 1.850 0.442
10 C -0.431 -2.879 1.567
11 C -1.342 -3.117 -0.557
12 C -1.019 2.761 1.527
13 C -1.611 -2.651 0.782
14 C 1.279 -1.278 -1.955
15 C -0.614 4.082 1.386
16 C -0.211 3.690 -0.974
17 C -0.622 2.378 -0.812
18 C -0.012 -3.613 -0.598
19 C 0.561 -3.467 0.716
20 C -0.209 4.545 0.133
21 C 2.014 -0.306 -1.217
22 H 0.477 -4.076 -1.456
23 H -2.575 -2.307 1.159
24 H -0.351 -2.742 2.646
25 H 0.478 -0.933 -2.622
26 H 1.543 -3.836 1.033
27 H 3.000 -0.549 -0.822
28 H 1.941 -0.039 1.646
29 H 1.719 0.739 -1.244
30 H -2.056 -3.108 -1.379
31 H 1.764 -2.231 -2.211

Properties
- Relative energy (zero: lowest compared OMol25 entry of this formula, charge and spin): 0.000 eV
- Total charge: 0
- 2S+1: 4
- Expectation value of S²: 3.779
- HOMO energy (alpha / beta): -6.59 / -8.02 eV

=====

Record 3
The following is a DFT calculation (ωB97M-V/def2-TZVPD) of a structure of composition C13H10F5NTb.

CARTESIAN COORDINATES (ANGSTROEM)
1 Tb 0.590 -0.546 -0.463
2 F -4.982 2.736 0.619
3 F -4.029 1.198 2.690
4 F -1.686 -0.091 2.491
5 F -3.505 2.930 -1.701
6 F -1.195 1.593 -1.976
7 N 1.219 1.402 -0.379
8 C 1.973 -1.097 -2.476
9 C 1.137 -2.770 0.811
10 C -2.118 0.615 1.405
11 C -3.065 2.182 -0.669
12 C -1.415 0.635 0.219
13 C 1.783 0.255 -2.545
14 C 0.542 -1.839 1.730
15 C 2.449 -2.281 0.489
16 C 2.660 -1.053 1.200
17 C -3.811 2.084 0.499
18 C -3.327 1.303 1.544
19 C 1.479 -0.771 1.959
20 C -1.875 1.460 -0.790
21 H 1.346 2.397 -0.387
22 H 3.569 -0.466 1.200
23 H -0.466 -1.879 2.103
24 H 1.173 -1.816 -2.729
25 H 0.860 0.684 -2.965
26 H 2.944 -1.534 -2.224
27 H 2.605 0.969 -2.464
28 H 3.158 -2.751 -0.176
29 H 1.340 0.078 2.614
30 H 0.648 -3.627 0.369

Properties
- Total charge: -1
- 2S+1: 7
- Expectation value of S²: 12.080
- HOMO energy (alpha / beta): -3.05 / -3.38 eV

=====

| no. | E_tot (eV) |
| --- | --- |
| 1 | -80702.943 |
| 2 | -41680.845 |
| 3 | -51150.356 |